(1)
A cluster of 2 separate species, C2H5NS in total at a distorted geometry. Source: OMol25; level of theory: ωB97M-V/def2-TZVPD.

Output
HOMO energy (alpha / beta)   -9.15 / -7.29 eV
Energy relative to the best compared isomer or geometry (same formula, charge and spin)   126.99 kcal per mole
Multiplicity   1
Kohn-Sham gap (alpha / beta)   9.11 / 6.76 eV
Charge   0

Geometry (Å):
C  -1.282  -0.289  0.000
C  1.206  0.915  -0.016
N  -2.356  -0.823  0.082
S  -0.650  1.165  -0.155
H  0.940  -1.546  0.136
H  1.825  1.315  -0.894
H  1.343  -0.194  -0.085
H  1.679  1.286  0.779
H  -2.704  -1.829  0.154

---

(2)
An isolated molecule of C2H5NS at a distorted geometry. Source: OMol25; level of theory: ωB97M-V/def2-TZVPD.

Output
HOMO energy   -8.20 eV
Energy relative to the best compared isomer or geometry (same formula, charge and spin)   51.21 kcal per mole
Multiplicity   1
Kohn-Sham gap   8.53 eV
Charge   0

Geometry (Å):
C  -0.607  0.402  0.052
C  -0.084  -1.065  0.068
S  1.815  -0.254  -0.012
N  0.674  1.179  0.141
H  -1.178  0.564  -0.906
H  -1.085  0.760  0.969
H  -0.031  -1.467  1.074
H  -0.200  -1.872  -0.664
H  0.696  1.754  -0.723

---

(3)
A cluster of 2 separate species, C2H5NS2 in total at a distorted geometry. Source: OMol25; level of theory: ωB97M-V/def2-TZVPD.

Output
HOMO energy   -8.75 eV
Energy relative to the best compared isomer or geometry (same formula, charge and spin)   63.27 kcal per mole
Multiplicity   1
Kohn-Sham gap   9.50 eV
Charge   0

Geometry (Å):
C  2.150  -0.496  0.071
C  -1.354  0.417  0.035
N  2.660  -0.485  -0.949
S  -1.472  -1.376  0.639
S  -0.188  1.676  0.770
H  0.973  0.744  0.618
H  -1.096  0.297  -1.099
H  -2.420  0.792  0.053
H  2.970  -0.487  -1.961
H  -2.223  -1.082  1.823

---

(4)
A cluster of 2 separate species, C2H5NS2 in total at a distorted geometry. Source: OMol25; level of theory: ωB97M-V/def2-TZVPD.

Output
HOMO energy (alpha / beta)   -8.69 / -7.66 eV
Energy relative to the best compared isomer or geometry (same formula, charge and spin)   88.32 kcal per mole
Multiplicity   1
Kohn-Sham gap (alpha / beta)   9.04 / 6.04 eV
Charge   0

Geometry (Å):
C  2.890  -0.620  -0.118
C  -2.709  -0.212  -0.155
N  3.718  0.266  0.134
S  -0.911  0.109  0.206
S  -0.600  2.015  0.550
H  1.857  -0.573  -0.470
H  4.699  0.074  0.518
H  -2.937  0.157  -1.054
H  -3.376  0.088  0.519
H  -2.630  -1.305  -0.130

---

no.,E_tot (eV)
1,-14474.8301
2,-14478.1162
3,-25313.0825
4,-25311.9962